[1]
Entry from the OMol25 dataset: C5H13ClN2P as an isolated structure at a distorted geometry (ωB97M-V/def2-TZVPD).

Output
ΔE to the lowest compared entry with this formula, charge and spin = 74.4 kcal per mole
Lowest unoccupied orbital energy (alpha / beta) = -5.2 / -5.2 eV
Gap between HOMO and LUMO (alpha / beta) = 7.72 / 7.72 eV
Total charge = +1
F_max = 5.09 eV/A
DFT total energy = -1109.01191 Eh

The geometry in XYZ format:
```
22
C5H13ClN2P ωB97M-V/def2-TZVPD
C -0.2764 1.7705 0.1272
H 1.3254 0.3654 -1.4563
C 0.1701 -2.6916 0.2375
N -0.6122 -0.3619 -1.1411
Cl -2.3573 -1.5112 0.9397
H -2.0501 0.7579 -0.5054
C 0.6135 -0.3403 -2.0062
H -0.1151 -3.1268 -0.6979
C -1.1110 0.9754 -0.9018
H 0.2660 0.1232 -2.9742
C 0.8918 1.1187 2.1304
H -0.7535 2.7602 0.3010
N -0.2640 1.0524 1.3111
H -0.3380 -3.1498 1.0658
H 1.0799 0.3612 2.8065
H 0.4865 2.0402 2.6669
H 0.7233 2.1435 -0.2788
H 1.2380 -2.7798 0.6439
H 1.1193 -1.3489 -2.3072
P -0.6163 -1.0591 0.4073
H 1.8012 1.3529 1.6410
H -1.2208 1.5477 -2.0094
```

natural (NBO) atomic charge list, values in e, 8 entries: -0.320 0.199 -0.971 -0.729 -0.108 0.216 -0.442 0.286

[2]
Entry from the OMol25 dataset: a 3-piece molecular cluster, C4H10N2O2 overall at a distorted geometry (ωB97M-V/def2-TZVPD).

Output
ΔE to the lowest compared entry with this formula, charge and spin = 76.3 kcal per mole
Lowest unoccupied orbital energy = 0.4 eV
Gap between HOMO and LUMO = 9.37 eV
F_max = 5.89 eV/A
DFT total energy = -418.33936 Eh

The geometry in XYZ format:
```
18
C4H10N2O2 ωB97M-V/def2-TZVPD
H 1.2274 0.8309 -1.2685
C -2.1543 -1.3577 0.1651
C -0.0470 -0.9833 -0.7417
C 0.9072 -0.2488 -1.6795
N -1.4267 -0.7779 -1.0307
H -1.7673 -1.0297 -1.8953
C 0.0109 -1.3841 0.5934
H 0.3750 -0.0389 -2.7276
H 1.3882 3.2737 -0.1515
H 0.1415 1.2920 1.7677
H 1.8380 -0.8829 -1.9073
O 0.5137 0.8446 2.5494
H -3.1643 -1.1209 0.3020
O 1.6167 2.8012 0.6722
N -1.2297 -1.7222 1.0732
H 0.0028 0.0447 2.5298
H 0.8162 -1.6467 1.1977
H 0.9518 2.1060 0.5514
```

natural (NBO) atomic charge list, values in e, 8 entries: 0.227 0.154 0.110 -0.654 -0.563 0.396 -0.120 0.222